Here is a 12-piece molecular cluster, C72H168 overall at a distorted geometry from OMol25. Energies are from the ωB97M-V functional and the def2-TZVPD basis.

Atoms and positions in Å:
C  4.89  3.01  0.71
C  4.35  2.03  -0.38
C  3.39  2.60  -1.39
C  3.00  1.76  -2.60
C  2.10  2.55  -3.53
C  1.86  1.73  -4.81
H  5.38  3.82  0.18
H  5.62  2.54  1.37
H  4.14  3.47  1.35
H  5.27  1.70  -0.86
H  3.97  1.12  0.08
H  3.85  3.55  -1.67
H  2.48  2.88  -0.86
H  3.92  1.43  -3.08
H  2.54  0.91  -2.11
H  1.14  2.73  -3.05
H  2.54  3.51  -3.80
H  2.78  1.74  -5.39
H  1.58  0.69  -4.63
H  1.06  2.24  -5.34
C  5.13  -6.43  2.02
C  3.74  -6.23  1.48
C  2.67  -6.21  2.61
C  1.24  -6.34  2.02
C  0.10  -6.75  3.03
C  0.07  -5.88  4.24
H  5.18  -7.13  2.86
H  5.60  -5.48  2.27
H  5.77  -6.91  1.29
H  3.69  -5.35  0.84
H  3.51  -7.10  0.86
H  2.78  -5.23  3.08
H  2.93  -6.93  3.38
H  0.89  -5.42  1.56
H  1.22  -7.07  1.21
H  -0.86  -6.69  2.51
H  0.22  -7.79  3.35
H  0.12  -4.83  3.98
H  -0.86  -5.99  4.81
H  0.90  -6.08  4.92
C  -1.41  6.00  3.23
C  -0.61  4.80  3.58
C  0.42  4.38  2.46
C  1.00  2.94  2.60
C  1.93  2.86  3.79
C  2.72  1.57  3.86
H  -0.85  6.91  3.01
H  -2.09  6.30  4.03
H  -1.95  5.86  2.29
H  -0.01  4.93  4.48
H  -1.36  4.02  3.76
H  1.25  5.08  2.40
H  -0.15  4.47  1.53
H  0.20  2.20  2.69
H  1.70  2.63  1.83
H  2.69  3.64  3.75
H  1.39  3.01  4.72
H  3.35  1.51  2.98
H  3.33  1.45  4.76
H  2.05  0.71  3.88
C  5.69  -0.71  3.21
C  4.86  -1.38  4.32
C  5.09  -2.91  4.40
C  4.09  -3.59  5.31
C  3.91  -3.10  6.77
C  5.10  -3.16  7.70
H  5.82  0.36  3.38
H  5.20  -0.86  2.25
H  6.68  -1.15  3.11
H  5.09  -0.98  5.31
H  3.80  -1.23  4.12
H  6.13  -3.07  4.67
H  5.03  -3.35  3.41
H  3.13  -3.40  4.82
H  4.32  -4.66  5.32
H  3.50  -2.09  6.82
H  3.15  -3.80  7.12
H  4.77  -3.21  8.74
H  5.79  -3.98  7.48
H  5.74  -2.29  7.72
C  0.51  -1.59  5.96
C  -0.67  -0.93  5.21
C  -1.29  -1.88  4.19
C  -2.37  -1.18  3.34
C  -3.17  -2.16  2.39
C  -4.54  -1.61  1.97
H  0.20  -2.42  6.60
H  1.00  -0.88  6.62
H  1.28  -1.80  5.21
H  -1.41  -0.55  5.91
H  -0.41  0.01  4.74
H  -1.76  -2.71  4.71
H  -0.55  -2.30  3.51
H  -3.11  -0.66  3.95
H  -1.98  -0.35  2.75
H  -2.57  -2.37  1.50
H  -3.29  -3.14  2.85
H  -4.47  -0.59  1.61
H  -4.93  -2.21  1.15
H  -5.25  -1.61  2.80
C  -6.43  8.85  3.42
C  -5.93  7.40  3.77
C  -5.51  6.51  2.61
C  -5.02  5.13  3.02
C  -4.86  4.14  1.88
C  -4.16  2.85  2.33
H  -6.85  9.31  4.32
H  -7.20  8.78  2.65
H  -5.63  9.54  3.19
H  -5.04  7.54  4.38
H  -6.60  6.83  4.42
H  -4.80  7.02  1.97
H  -6.36  6.32  1.95
H  -4.05  5.17  3.51
H  -5.71  4.69  3.74
H  -5.78  3.87  1.36
H  -4.25  4.59  1.10
H  -4.74  2.30  3.07
H  -4.03  2.12  1.52
H  -3.13  3.08  2.57
C  9.34  -3.55  -0.48
C  8.44  -2.64  0.27
C  7.07  -3.33  0.50
C  6.06  -3.31  -0.68
C  5.45  -1.92  -0.94
C  4.18  -1.85  -1.78
H  10.21  -2.99  -0.82
H  8.82  -3.99  -1.33
H  9.69  -4.31  0.21
H  8.86  -2.47  1.26
H  8.28  -1.69  -0.25
H  6.63  -2.71  1.28
H  7.17  -4.36  0.84
H  6.48  -3.69  -1.61
H  5.28  -4.02  -0.39
H  5.30  -1.48  0.04
H  6.21  -1.24  -1.32
H  3.31  -2.30  -1.29
H  3.88  -0.81  -1.89
H  4.34  -2.38  -2.72
C  1.39  -3.00  -5.07
C  0.28  -2.96  -4.03
C  -0.12  -4.28  -3.30
C  -1.26  -4.13  -2.23
C  -1.47  -5.28  -1.32
C  -2.67  -5.14  -0.40
H  2.31  -3.27  -4.57
H  1.49  -2.03  -5.56
H  1.17  -3.72  -5.86
H  0.53  -2.22  -3.28
H  -0.65  -2.54  -4.42
H  0.79  -4.69  -2.86
H  -0.43  -5.00  -4.06
H  -0.97  -3.31  -1.57
H  -2.16  -3.75  -2.71
H  -1.49  -6.21  -1.88
H  -0.57  -5.39  -0.71
H  -2.75  -4.20  0.13
H  -3.60  -5.32  -0.94
H  -2.56  -5.94  0.33
C  -3.28  4.99  -1.46
C  -2.98  6.45  -1.86
C  -2.94  7.36  -0.59
C  -2.40  8.78  -0.94
C  -2.35  9.74  0.25
C  -3.71  10.05  0.90
H  -3.10  4.30  -2.28
H  -4.33  4.96  -1.18
H  -2.74  4.64  -0.58
H  -2.08  6.54  -2.46
H  -3.77  6.83  -2.52
H  -2.25  6.94  0.14
H  -3.94  7.45  -0.15
H  -1.43  8.76  -1.43
H  -3.04  9.18  -1.73
H  -1.64  9.46  1.03
H  -1.99  10.68  -0.16
H  -4.34  10.34  0.05
H  -4.04  9.20  1.49
H  -3.64  10.92  1.56
C  1.52  -1.68  1.60
C  1.33  -0.63  0.52
C  -0.13  -0.18  0.41
C  -0.43  0.97  -0.51
C  -1.97  1.29  -0.73
C  -2.54  0.18  -1.59
H  0.78  -2.47  1.64
H  1.40  -1.28  2.60
H  2.56  -2.02  1.53
H  1.96  0.19  0.87
H  1.69  -0.98  -0.45
H  -0.45  0.04  1.43
H  -0.70  -1.06  0.10
H  -0.01  1.90  -0.13
H  0.03  0.80  -1.48
H  -2.57  1.32  0.17
H  -2.05  2.23  -1.28
H  -1.93  -0.10  -2.45
H  -2.74  -0.69  -0.96
H  -3.51  0.43  -2.00
C  -2.83  -5.88  -6.08
C  -3.95  -5.12  -5.32
C  -3.84  -3.60  -5.25
C  -5.02  -2.88  -4.62
C  -4.84  -1.33  -4.74
C  -5.94  -0.39  -4.20
H  -3.06  -6.93  -6.28
H  -1.92  -5.69  -5.49
H  -2.78  -5.46  -7.08
H  -4.90  -5.40  -5.79
H  -4.03  -5.43  -4.28
H  -3.70  -3.26  -6.28
H  -2.91  -3.26  -4.79
H  -5.91  -3.13  -5.20
H  -5.22  -3.17  -3.59
H  -3.91  -1.06  -4.23
H  -4.62  -1.22  -5.80
H  -5.64  0.63  -4.42
H  -6.87  -0.64  -4.70
H  -6.12  -0.40  -3.12
C  -2.50  2.92  -4.88
C  -3.07  2.18  -6.18
C  -2.04  1.14  -6.66
C  -2.50  0.34  -7.89
C  -1.52  -0.65  -8.62
C  -1.21  -1.88  -7.77
H  -3.13  3.73  -4.51
H  -1.53  3.39  -5.08
H  -2.42  2.22  -4.06
H  -3.93  1.62  -5.82
H  -3.34  2.87  -6.98
H  -1.67  0.47  -5.88
H  -1.12  1.67  -6.92
H  -3.46  -0.14  -7.68
H  -2.78  1.11  -8.61
H  -1.94  -0.89  -9.59
H  -0.59  -0.13  -8.85
H  -0.50  -2.53  -8.29
H  -0.75  -1.75  -6.79
H  -2.13  -2.43  -7.56

Its SMILES is CCCCCC.CCCCCC.CCCCCC.CCCCCC.CCCCCC.CCCCCC.CCCCCC.CCCCCC.CCCCCC.CCCCCC.CCCCCC.CCCCCC. The value obtained for the gap between HOMO and LUMO is 11.373 eV. As for the energy relative to the best compared isomer or geometry (same formula, charge and spin): 0.0 kJ/mol.